1.
Below is 3 unconnected molecules or ions with the total composition C29H46ClF13N2O3P at a distorted geometry, with properties calculated with ωB97M-V/def2-TZVPD.

```
95
Properties=species:S:1:pos:R:3:forces:R:3
C -0.4198 -1.9478 7.1063 -0.03 0.07 0.14
O -0.7682 -1.0668 6.0671 -0.12 -0.11 0.08
C -1.9069 -1.5259 5.3332 0.23 0.04 -0.10
C -2.3815 -0.4137 4.4139 0.03 0.20 0.22
C -3.7440 -0.7049 3.7651 0.10 -0.24 0.31
C -3.8260 -1.9790 2.9045 -0.31 0.22 0.07
P -2.9496 -1.9291 1.1633 0.14 -0.34 0.09
C -4.1141 -0.4762 0.5983 -0.26 0.55 0.31
C -3.4425 0.9126 0.5539 -0.07 0.21 -0.17
C -3.5545 1.5639 -0.8247 0.16 0.10 0.19
Cl -2.2015 2.7503 -1.1187 -0.09 -0.01 -0.01
C -1.7810 -3.3888 1.7045 0.04 -0.12 0.14
C -2.4940 -4.7521 1.7592 0.37 -0.18 0.04
C -2.1855 -5.6780 0.5710 -0.53 0.02 -0.57
O -1.5544 -6.9196 0.9907 0.12 0.26 0.60
C -2.3473 -7.7885 1.6421 0.07 -0.21 -0.15
C -1.6257 -8.5415 2.7374 0.09 -0.29 -0.38
O -3.5101 -7.9642 1.3891 -0.16 0.18 0.09
C -2.0947 -1.9131 -0.6151 -0.20 0.28 -0.30
C -0.8520 -1.0206 -0.6864 -0.07 -0.15 -0.20
C 0.1641 -1.4574 -1.7276 -0.03 0.29 0.23
F -0.4011 -2.0406 -2.8234 0.17 -0.02 0.01
F 1.0249 -2.3660 -1.1826 0.00 -0.04 -0.13
C 0.9805 -0.2531 -2.2823 -0.03 -0.34 -0.15
F 1.4216 0.5076 -1.2542 0.21 -0.06 0.13
F 0.1330 0.5001 -2.9990 -0.15 0.22 -0.05
C 2.2071 -0.5808 -3.2223 -0.06 0.15 0.11
F 2.4777 -1.8910 -3.2863 0.04 -0.20 0.13
F 1.9084 -0.1814 -4.4733 -0.06 0.05 -0.14
C 3.5320 0.1659 -2.8761 -0.06 -0.41 0.11
F 4.4027 -0.1535 -3.8619 0.11 -0.04 -0.15
F 3.3108 1.4797 -2.9543 -0.02 0.32 0.05
C 4.2113 -0.1872 -1.5002 0.10 0.42 -0.25
F 4.2316 0.9129 -0.7359 -0.05 0.23 0.16
F 3.5420 -1.1426 -0.8591 -0.25 -0.35 0.07
C 5.6856 -0.6558 -1.6092 -0.87 0.09 0.03
F 6.4376 0.2526 -2.1788 0.62 1.02 -0.69
F 5.7851 -1.7811 -2.2686 -0.03 -1.07 -0.77
F 6.1453 -0.8570 -0.4017 0.39 -0.17 1.41
H -0.4845 -2.9991 6.7878 0.11 0.12 0.01
H -1.0782 -1.8175 7.9833 0.03 -0.06 -0.19
H 0.6051 -1.7222 7.4225 -0.17 -0.06 -0.13
H -1.5978 -2.4146 4.7612 -0.20 0.07 0.10
H -2.7093 -1.8212 6.0306 0.08 0.05 -0.07
H -1.5998 -0.1999 3.6778 -0.18 -0.12 0.00
H -2.4778 0.4910 5.0345 0.03 -0.15 -0.11
H -4.0624 0.1855 3.2099 0.09 -0.15 -0.05
H -4.4600 -0.8087 4.6009 0.05 0.12 -0.17
H -4.8914 -2.1605 2.6896 0.16 -0.02 0.02
H -3.5004 -2.8264 3.5251 0.01 0.04 -0.19
H -1.9557 -0.9833 1.6714 0.05 0.10 -0.09
H -3.9467 -2.8804 0.6418 0.04 -0.04 -0.10
H -4.5480 -0.7084 -0.3832 0.13 -0.14 0.12
H -4.9616 -0.4231 1.2946 0.08 -0.11 -0.16
H -3.8987 1.5948 1.2848 0.16 -0.10 -0.09
H -2.3785 0.8672 0.8237 -0.16 -0.20 -0.03
H -3.4724 0.8326 -1.6307 -0.05 0.11 0.10
H -4.4622 2.1617 -0.9266 0.05 -0.26 -0.12
H -0.8997 -3.4587 1.0489 -0.14 0.03 0.07
H -1.3869 -3.1536 2.7032 -0.12 0.11 -0.17
H -2.1801 -5.2854 2.6700 -0.15 0.02 -0.15
H -3.5833 -4.6256 1.8151 0.18 0.08 0.08
H -1.4861 -5.2272 -0.1371 0.04 -0.11 0.24
H -3.0975 -5.9258 0.0160 0.17 -0.01 0.11
H -0.5445 -8.5107 2.5924 -0.13 0.12 0.14
H -1.9046 -8.0812 3.6901 0.14 -0.03 -0.11
H -1.9636 -9.5825 2.7385 -0.01 0.22 0.07
H -2.8303 -1.5241 -1.3333 0.13 -0.15 0.06
H -1.8815 -2.9406 -0.9393 0.06 0.12 0.24
H -1.1535 0.0074 -0.9172 0.11 -0.11 0.13
H -0.3096 -0.9999 0.2702 -0.12 0.03 -0.15
C 1.7992 6.7851 -0.9065 -0.09 -0.05 0.14
C 0.7169 6.3659 -1.8915 0.14 -0.03 0.05
C -0.6048 7.1118 -1.6710 0.03 -0.12 -0.01
C -1.1584 6.8432 -0.3415 -0.26 -0.17 0.60
N -1.5735 6.5993 0.7064 0.23 0.24 -0.59
H 1.5069 6.5611 0.1214 -0.07 0.03 -0.02
H 2.7296 6.2641 -1.1096 0.02 0.02 -0.03
H 1.9975 7.8566 -0.9801 0.03 -0.01 0.00
H 0.5395 5.2912 -1.8168 -0.04 0.01 -0.01
H 1.0581 6.5637 -2.9101 -0.06 0.01 -0.01
H -1.3493 6.8091 -2.4090 0.00 0.02 0.00
H -0.4508 8.1883 -1.7702 -0.03 0.01 0.01
C 6.0014 3.5573 -4.0040 -0.02 -0.02 0.00
C 5.1279 4.1373 -5.1088 0.04 -0.11 0.08
C 5.1997 5.6673 -5.1739 -0.04 -0.08 0.03
C 4.7388 6.2822 -3.9264 -0.25 0.28 0.50
N 4.3561 6.7439 -2.9413 0.33 -0.23 -0.64
H 5.6739 3.8960 -3.0200 0.00 0.02 -0.01
H 5.9540 2.4697 -4.0101 0.01 -0.03 0.00
H 7.0457 3.8501 -4.1350 0.00 0.00 0.01
H 4.0916 3.8282 -4.9603 0.00 0.03 -0.02
H 5.4439 3.7395 -6.0750 -0.02 0.05 -0.03
H 4.5829 6.0518 -5.9873 0.02 0.02 0.00
H 6.2273 5.9897 -5.3536 -0.01 0.03 0.00
```
Positions in Å, forces in eV/Å.

Results
**Net charge**: -1
**Energy above the lowest of the compared OMol25 structures with the same formula, charge and spin**: 0.0000 eV
**Maximum force**: 1.48 eV/Å
**Molecular weight**: 784.099 g mol⁻¹

The molecule's Löwdin atomic charges, reported in e, are given here: -0.1420 -0.1971 -0.2467 -0.1933 -0.2594 -0.3262 0.5707 -0.3246 -0.3392 -0.5686 0.4779 -0.3160 -0.2312 -0.1541 -0.0268 -0.5651 0.0103 0.0976 -0.2843 -0.1526 -0.4344 0.1081 0.0990 -0.3449 0.1440 0.1429 -0.3376 0.1608 0.1505 -0.3375 0.1376 0.1638 -0.3504 0.1665 0.1802 -0.6302 0.1994 0.2088 0.2087 0.0834 0.0824 0.0818 0.1056 0.1257 0.0997 0.1128 0.0821 0.0992 0.0625 0.0558 0.0135 0.0250 0.0583 0.0539 0.0971 0.0662 0.0563 0.0629 0.0615 0.0472 0.1075 0.0886 0.1120 0.1163 0.0794 0.0893 0.0811 0.0585 0.0624 0.0854 0.1200 -0.1282 -0.2618 -0.1966 -0.2446 0.1456 0.0710 0.0332 0.0738 0.1085 0.0999 0.1141 0.1148 -0.1045 -0.2558 -0.1903 -0.2117 0.1696 0.0760 0.0579 0.0779 0.1106 0.1083 0.1159 0.1181

=====

2.
Below is 7 unconnected molecules or ions with the total composition C29H46F15NO11 at a distorted geometry, with properties calculated with ωB97M-V/def2-TZVPD.

```
102
Properties=species:S:1:pos:R:3:forces:R:3
C -3.6423 -1.6197 -10.6913 0.12 -1.39 -0.78
C -3.9806 -2.6415 -9.5609 -0.09 2.14 0.45
N -4.3670 -1.9147 -8.3351 -0.68 -0.60 1.11
C -5.6112 -1.1253 -8.2994 0.55 0.75 -1.14
C -6.7800 -1.6685 -9.1045 -0.20 -0.57 -0.25
C -3.2696 -1.2559 -7.5694 -1.02 -1.86 0.14
C -3.2974 -1.8417 -6.1230 0.46 0.84 -0.50
H -3.2814 -0.6506 -10.3468 0.22 -0.28 0.16
H -4.4240 -1.4292 -11.4267 -0.62 0.07 0.48
H -2.9275 -2.1311 -11.3360 0.64 0.39 0.00
H -4.7125 -3.3796 -9.8891 -0.30 0.25 0.15
H -3.1122 -3.2365 -9.2782 0.20 0.17 -0.14
H -5.9630 -0.7837 -7.3259 0.25 -1.08 0.70
H -5.3599 -0.1301 -8.6660 0.01 0.50 -0.86
H -7.5882 -0.9519 -9.2505 0.15 0.27 0.33
H -6.5135 -1.9712 -10.1171 0.31 0.08 -0.01
H -7.2357 -2.5519 -8.6574 0.10 -0.06 0.23
H -3.4338 -0.1783 -7.5754 0.24 0.18 0.08
H -2.3227 -1.5041 -8.0488 0.06 0.21 -0.05
H -2.4629 -1.5007 -5.5103 0.10 0.37 -0.02
H -3.1977 -2.9272 -6.1233 -0.45 0.04 -0.22
H -4.2138 -1.4906 -5.6486 -0.05 -0.43 0.13
C 2.0430 -7.1723 11.3763 -0.02 1.31 0.24
C 3.5102 -7.4836 10.9867 -1.53 0.67 0.55
O 3.8304 -6.7148 9.7899 0.77 0.44 -0.52
C 3.9871 -5.3861 9.9069 -2.07 0.58 3.54
O 3.7827 -4.7350 10.9444 1.00 -1.73 -2.65
C 4.2234 -4.6150 8.6037 0.49 -0.20 -0.34
F 3.0988 -4.1426 8.0653 -0.25 -0.40 0.15
F 4.9716 -3.5523 8.8928 0.36 -0.25 -0.28
F 4.8274 -5.3980 7.6895 -0.01 0.49 0.22
H 2.0292 -6.1370 11.7172 0.26 -0.07 0.71
H 1.5868 -7.7884 12.1511 0.42 -0.20 -0.06
H 1.2954 -7.0189 10.5980 0.39 -1.01 -0.75
H 3.6644 -8.5524 10.8379 0.20 0.30 -0.75
H 4.1707 -7.1601 11.7912 -0.02 0.06 -0.05
C 9.4126 -6.6643 2.1149 2.15 -1.62 1.02
C 8.7790 -6.3133 0.8302 -2.20 -0.50 1.77
O 9.1007 -4.9716 0.5921 -0.18 3.64 -2.19
C 8.1601 -3.9250 0.6157 0.55 -2.32 0.31
O 7.1232 -4.0557 1.1722 -0.53 0.56 -0.09
C 8.5537 -2.5520 -0.0678 -0.50 2.11 0.05
F 9.4142 -2.6419 -1.0544 -0.06 -0.64 -0.39
F 7.4254 -1.8396 -0.5726 1.96 -2.04 1.23
F 9.1327 -1.7131 0.8411 -0.81 -0.98 -0.27
H 9.2188 -7.7121 2.3441 -0.14 -0.16 0.00
H 9.1644 -6.1174 3.0245 -0.56 0.42 -0.49
H 10.4987 -6.6114 2.0398 0.19 0.10 -0.02
H 7.7381 -6.5000 1.0940 -0.63 0.82 -0.68
H 8.9532 -7.0119 0.0119 0.76 0.59 -0.24
C 3.4098 8.9884 -1.3767 -0.19 0.97 0.66
C 3.0671 8.9639 -2.8801 0.85 -1.19 2.13
O 1.7689 9.4754 -3.1273 -0.81 0.84 -1.54
C 0.6805 8.7111 -3.2948 1.42 -1.12 2.64
O 0.5816 7.6151 -2.7653 -0.52 1.62 -1.77
C -0.4860 9.4646 -4.0201 0.15 0.70 1.40
F -1.5525 9.5128 -3.2035 0.41 0.57 0.32
F -0.1704 10.7480 -4.4036 -0.39 -1.89 0.28
F -0.8738 8.7216 -5.0113 0.06 -0.25 -1.84
H 4.4326 8.6765 -1.1653 -0.04 -0.43 -0.35
H 2.7099 8.4131 -0.7708 0.06 -0.54 -0.39
H 3.3588 9.9507 -0.8673 -0.09 0.54 -0.59
H 3.1641 7.8927 -3.0567 -0.51 0.02 -0.90
H 3.8017 9.5079 -3.4738 -0.40 0.15 -0.05
C -6.0596 6.1106 1.1257 0.61 -0.42 0.03
C -7.2787 6.9586 1.4874 1.72 0.16 -0.10
O -8.2933 6.0194 1.8214 -1.51 0.71 0.56
C -9.4559 6.5432 2.2290 -0.30 4.46 -0.44
O -9.7122 7.7889 2.3864 1.08 -5.75 -0.64
C -10.5023 5.4073 2.4520 1.88 0.53 1.52
F -10.7184 5.4201 3.7842 -0.09 -0.56 -0.05
F -11.6467 5.6838 1.8839 -0.20 -0.68 -0.82
F -9.9447 4.1983 2.1257 -1.52 1.20 0.00
H -6.3675 5.2210 0.5763 -0.06 0.22 -0.35
H -5.4680 5.7023 1.9451 -0.60 0.12 0.69
H -5.2605 6.6227 0.5896 -0.52 0.39 -0.47
H -7.5794 7.5991 0.6583 -0.28 -0.24 -0.08
H -7.0615 7.6296 2.3185 -0.22 -0.13 0.16
C 1.8841 1.9955 1.2300 -0.57 -0.51 -0.12
C 1.4233 3.0339 2.1978 1.63 0.92 -1.13
O 0.6857 2.3836 3.1670 -1.23 -1.13 2.35
C 0.7977 2.6822 4.4597 2.64 4.44 -0.31
O 1.4810 3.6264 4.9167 -2.05 -3.18 -1.26
C -0.0838 1.8694 5.3587 -0.10 -1.49 0.41
F 0.6694 1.4000 6.3701 -0.48 0.76 0.27
F -1.1180 2.6111 5.7762 0.52 -0.26 0.27
F -0.5686 0.7705 4.7737 -0.33 0.18 -0.38
H 2.5573 2.5001 0.5370 -0.12 -0.49 -0.33
H 1.0269 1.4902 0.7850 0.17 0.15 -0.55
H 2.3916 1.2258 1.8113 0.39 0.06 -0.19
H 0.8214 3.8226 1.7464 -0.01 0.01 0.05
H 2.3806 3.4364 2.5289 -0.46 0.55 0.91
C 0.6126 -6.0864 -1.0905 0.99 -0.58 1.07
C -0.0629 -5.5008 0.1069 -3.86 -0.10 0.58
O -1.2737 -5.6025 0.3602 1.45 -0.34 -1.52
C 0.7021 -4.8700 1.1737 0.68 0.74 0.49
H 0.2595 -7.1168 -1.1321 -0.25 0.13 -0.71
H 1.6307 -6.1687 -0.7101 0.44 -0.09 -0.58
H 0.6544 -5.5441 -2.0351 -0.53 -0.04 0.20
H -0.0306 -4.5858 1.9290 0.41 -0.01 0.12
H 1.1737 -3.9764 0.7648 0.44 0.05 0.21
H 1.4428 -5.5733 1.5544 0.22 0.25 0.14
```
Positions in Å, forces in eV/Å.

Results
**Energy above the lowest of the compared OMol25 structures with the same formula, charge and spin**: 0.7632 eV
**Maximum force**: 5.89 eV/Å
**Molecular weight**: 869.653 g mol⁻¹

Results of the Löwdin charge analysis, in e, for atoms 1 through 99: -0.0849 -0.2224 -0.2130 -0.2603 -0.0921 -0.2327 -0.0851 0.0706 0.0576 0.0597 0.1021 0.1033 0.1079 0.0947 0.0725 0.0556 0.0737 0.1014 0.1048 0.0577 0.0677 0.0613 -0.0660 -0.1534 0.0193 -0.3340 0.1204 -0.5510 0.1766 0.1717 0.1562 0.0611 0.0778 0.0806 0.1191 0.1216 -0.0881 -0.2607 -0.0024 -0.2938 0.1817 -0.4439 0.1816 0.0857 0.1328 0.0835 0.0909 0.0801 0.1192 0.1334 -0.0703 -0.1952 0.0163 -0.3334 0.1455 -0.5295 0.1554 0.1380 0.2019 0.0770 0.0762 0.0712 0.1206 0.1261 -0.0627 -0.2015 0.0157 -0.2947 0.0887 -0.5268 0.1476 0.2049 0.1396 0.0799 0.0738 0.0766 0.1305 0.1284 -0.0651 -0.2577 0.0370 -0.3265 0.1251 -0.5501 0.1640 0.1799 0.1651 0.0885 0.0836 0.0888 0.1393 0.1280 -0.0132 -0.5108 0.0353 -0.0426 0.0917 0.0704 0.0915

=====

| no. | HOMO level (eV) |
| --- | --- |
| 1 | -4.10 |
| 2 | -7.72 |